1.
2 unconnected molecules or ions with the total composition C4H13NOP, computed with wB97M-V/def2-TZVPD.

Each line ends with the Löwdin charge.
CARTESIAN COORDINATES (ANGSTROEM)
C: -0.42 1.41 1.23  0.05
C: -1.04 -0.87 0.81  -0.05
C: 1.19 -0.32 1.43  -0.03
C: 0.49 0.03 -0.90  -0.48
N: 0.01 0.05 0.58  -0.37
O: 0.11 0.48 -4.43  -0.12
P: 1.74 -0.42 -1.83  1.01
H: -1.22 1.16 1.90  0.10
H: 0.37 1.89 1.80  0.10
H: -0.86 2.10 0.55  0.10
H: -0.63 -1.78 0.47  0.10
H: -1.16 -0.95 1.86  0.10
H: -2.08 -0.71 0.41  0.15
H: 1.11 0.02 2.45  0.11
H: 1.43 -1.39 1.45  0.12
H: 2.00 0.17 1.01  0.07
H: -0.37 0.61 -1.50  0.10
H: -0.03 0.74 -3.43  0.02
H: -0.40 -0.32 -4.55  0.02
H: 2.60 -1.30 -1.11  -0.10

The total charge is +1. The gap between HOMO and LUMO is 9.5 eV. Its energy above the lowest of the compared OMol25 structures with the same formula, charge and spin is 4.294 eV.

=====

2.
2 unconnected molecules or ions with the total composition C4H13NOS, computed with wB97M-V/def2-TZVPD.

Each line ends with the Löwdin charge.
CARTESIAN COORDINATES (ANGSTROEM)
C: -0.15 0.38 1.41  -0.24
C: 0.34 1.23 0.21  -0.29
C: -0.85 2.00 -0.39  -0.56
S: -1.37 3.55 0.48  0.61
C: -0.07 -1.13 1.20  -0.38
N: 1.31 -1.55 0.72  -0.05
H: -1.30 0.49 1.59  0.12
H: 0.51 0.54 2.31  0.11
H: 0.76 0.54 -0.60  0.10
H: 1.26 1.72 0.55  0.10
H: -1.70 1.36 -0.22  0.03
H: -0.73 2.14 -1.47  0.06
H: -1.30 4.47 -0.52  -0.18
H: -0.80 -1.49 0.49  0.04
H: -0.14 -1.71 2.15  0.10
H: 1.17 -1.32 -0.29  0.00
H: 1.34 -2.56 0.68  0.00
H: -0.06 -2.88 -2.26  -0.09
H: 1.04 -3.26 -3.27  -0.06
O: 0.72 -2.51 -2.75  -0.43

The total charge is -1. The expectation value of S² is 0.750. The gap between HOMO and LUMO (spin up / spin down) is 1.9 / 8.9 eV. Its energy above the lowest of the compared OMol25 structures with the same formula, charge and spin is 1.069 eV. The multiplicity is 2.

=====

3.
2 unconnected molecules or ions with the total composition C4H13NOS, computed with wB97M-V/def2-TZVPD.

Each line ends with the Löwdin charge.
CARTESIAN COORDINATES (ANGSTROEM)
C: -2.06 0.39 2.98  -0.12
N: -1.94 -0.15 1.61  -0.14
C: -0.78 0.40 0.95  -0.29
C: -0.47 -0.24 -0.41  -0.25
C: -0.60 0.72 -1.62  -0.60
S: 1.00 1.27 -2.20  0.70
H: -1.08 0.52 3.45  0.07
H: -2.49 1.37 2.77  0.07
H: -2.75 -0.19 3.58  0.07
H: -1.97 -1.16 1.59  0.10
H: -0.97 1.46 0.75  0.11
H: 0.15 0.35 1.52  0.11
H: 0.52 -0.68 -0.48  0.08
H: -1.22 -1.01 -0.63  0.10
H: -1.15 0.24 -2.43  0.06
H: -1.27 1.54 -1.37  0.07
H: 0.64 2.17 -3.13  -0.15
O: 3.20 -3.25 0.58  -0.07
H: 2.98 -2.58 1.24  0.03
H: 4.15 -3.09 0.61  0.03

The gap between HOMO and LUMO is 9.5 eV. Its energy above the lowest of the compared OMol25 structures with the same formula, charge and spin is 1.241 eV.

=====

4.
2 unconnected molecules or ions with the total composition C4H13NOS, computed with wB97M-V/def2-TZVPD.

Each line ends with the Löwdin charge.
CARTESIAN COORDINATES (ANGSTROEM)
C: -1.43 -0.99 -0.74  -0.13
N: -0.02 -1.20 -0.53  -0.11
C: 0.84 -0.13 -1.03  -0.51
C: 0.89 1.13 -0.17  -0.07
C: 2.28 -0.65 -1.29  -0.53
S: 3.15 0.33 -2.54  0.71
H: -1.84 -0.15 -0.16  0.07
H: -1.97 -1.87 -0.38  0.08
H: -1.57 -0.79 -1.80  0.08
H: 0.30 -1.51 0.37  0.11
H: 0.43 0.12 -2.01  0.11
H: 1.51 1.87 -0.68  0.06
H: 1.26 0.81 0.82  0.08
H: -0.04 1.61 0.14  0.07
H: 2.21 -1.70 -1.57  0.07
H: 2.80 -0.53 -0.35  0.07
H: 2.08 0.35 -3.34  -0.15
O: -3.94 1.19 4.84  -0.05
H: -3.09 1.62 4.93  0.03
H: -3.86 0.50 5.49  0.02

The gap between HOMO and LUMO is 9.4 eV. Its energy above the lowest of the compared OMol25 structures with the same formula, charge and spin is 0.926 eV.

=====

5.
2 unconnected molecules or ions with the total composition C4H13NOS, computed with wB97M-V/def2-TZVPD.

Each line ends with the Löwdin charge.
CARTESIAN COORDINATES (ANGSTROEM)
C: 0.66 -1.72 -1.89  -0.12
N: 0.43 -0.40 -1.21  -0.11
C: 1.13 -0.41 0.07  -0.27
C: 0.25 0.12 1.19  -0.33
C: -0.41 1.51 0.99  -0.57
S: 0.64 2.79 1.79  0.67
H: 1.61 -2.22 -1.71  0.07
H: 0.49 -1.57 -2.97  0.08
H: -0.23 -2.31 -1.63  0.07
H: 0.48 0.40 -1.83  0.10
H: 2.05 0.30 0.19  0.14
H: 1.37 -1.42 0.44  0.12
H: 0.84 0.10 2.14  0.10
H: -0.54 -0.55 1.52  0.10
H: -1.41 1.42 1.48  0.07
H: -0.54 1.72 -0.09  0.06
H: 1.77 2.04 2.02  -0.13
O: -3.21 0.28 -0.21  -0.04
H: -3.03 -0.70 -0.21  0.07
H: -2.36 0.62 -0.09  -0.07

The gap between HOMO and LUMO is 9.9 eV. Its energy above the lowest of the compared OMol25 structures with the same formula, charge and spin is 1.745 eV.

=====

6.
2 unconnected molecules or ions with the total composition C4H13NOS2, computed with wB97M-V/def2-TZVPD.

Each line ends with the Löwdin charge.
CARTESIAN COORDINATES (ANGSTROEM)
C: 1.61 1.55 -1.77  -0.12
C: 1.68 0.27 -0.92  -0.32
N: 1.16 0.68 0.34  -0.15
C: 1.23 -0.30 1.43  -0.31
C: 0.37 -1.50 1.19  -0.57
S: -1.37 -1.20 1.46  0.43
S: -1.73 0.76 0.98  0.34
H: 0.50 1.87 -1.98  0.10
H: 2.08 1.45 -2.84  0.10
H: 2.17 2.32 -1.30  0.05
H: 2.72 -0.24 -1.02  0.14
H: 1.08 -0.52 -1.41  0.09
H: 1.30 1.63 0.59  0.10
H: 2.21 -0.68 1.64  0.10
H: 1.00 0.20 2.41  0.13
H: 0.51 -1.88 0.19  0.05
H: 0.55 -2.46 1.61  0.06
H: -1.14 0.65 -0.22  -0.20
O: -0.07 -0.08 -3.93  0.03
H: 0.25 0.78 -4.07  0.01
H: -0.47 -0.31 -3.19  -0.06

The gap between HOMO and LUMO is 8.6 eV. Its energy above the lowest of the compared OMol25 structures with the same formula, charge and spin is 2.330 eV.

=====

DFT total energy values (in eV) by entry order: -17175.037; -18729.719; -18730.770; -18731.085; -18730.266; -29565.053.